Record 1
A 9-piece molecular cluster, C60H58F5N9O20P2SSi overall in a non-equilibrium geometry, computed with ωB97M-V/def2-TZVPD.

ORCA input file:
```
! RIJCOSX wB97M-V def2-TZVPD def2/J DEFGRID3
* xyz 0 1
C 1.32672 -3.84101 2.78769
Si -0.15901 -2.61392 2.95393
C -0.95682 -2.99020 4.70764
C -1.53476 -2.83992 1.61877
C -2.68859 -1.64515 1.63405
C -4.08884 -2.11541 2.39695
F -3.85665 -3.31955 3.27982
F -5.02664 -2.61129 1.32490
P -4.84607 -0.77705 3.52892
O -3.97909 -1.50686 4.86847
N -4.84248 -1.65070 5.90195
O -4.12429 -1.93193 6.87889
C -3.85666 0.82846 3.81477
F -4.48763 1.56401 4.96046
F -3.63468 1.66160 2.61177
F -2.48042 0.45291 4.31279
P -6.10084 0.07226 1.96667
O -5.31707 0.29291 0.42707
O -6.62009 1.68868 2.48843
S -7.79818 -0.92233 1.70229
C 0.34826 -0.75028 3.00233
C 0.43687 0.15183 1.63212
C 0.83878 1.76178 1.83182
C 1.13539 2.43102 3.31844
C 1.07639 1.46412 4.67050
C 0.67955 -0.12899 4.51958
H 2.16433 -3.57541 3.59568
H 1.81330 -3.85690 1.71064
H 0.96127 -4.93737 3.08691
H -0.08186 -3.22048 5.45945
H -1.41295 -1.94634 5.05266
H -1.74636 -3.85450 4.66524
H -2.01763 -3.91652 1.60277
H -0.98971 -2.72795 0.56254
H -2.99384 -1.50037 0.48958
H -2.28419 -0.60710 1.99066
H -6.07372 -1.01676 4.30060
H -5.55977 1.22660 0.10687
H -6.40400 2.35967 1.77424
H 0.20586 -0.28772 0.56611
H 0.89787 2.43557 0.86011
H 1.38888 3.57998 3.46328
H 1.28705 1.87196 5.74782
H 0.64023 -0.78382 5.50290
O 1.34452 -4.82904 -1.39450
N 1.52157 -5.72030 -0.55069
O 0.77993 -5.92338 0.42130
C 2.69225 -6.59101 -0.71140
C 3.57846 -6.37325 -1.77535
C 4.70335 -7.18942 -1.90908
C 4.93675 -8.21490 -0.99145
C 4.04693 -8.43618 0.06110
C 2.92003 -7.62468 0.20681
H 3.41075 -5.57830 -2.49874
H 5.40065 -7.02414 -2.72763
H 5.81822 -8.84510 -1.09660
H 4.23416 -9.23930 0.77046
H 2.23784 -7.80796 1.03431
O 7.18994 -4.26310 1.19625
N 6.36009 -3.51697 0.65557
O 5.81546 -3.74631 -0.43384
C 6.00217 -2.27493 1.35107
C 6.62171 -1.95734 2.56765
C 6.29500 -0.76283 3.21248
C 5.35567 0.10218 2.64897
C 4.73250 -0.22161 1.44256
C 5.05314 -1.41202 0.78698
H 7.35579 -2.62073 3.01976
H 6.77530 -0.50422 4.15375
H 5.10834 1.03511 3.15263
H 3.99929 0.45633 1.01124
H 4.56103 -1.64843 -0.15412
O 6.76150 -7.22953 -5.73217
N 7.02599 -6.23147 -5.04542
O 7.58583 -6.26868 -3.94033
C 6.64549 -4.91662 -5.57539
C 5.97668 -4.83060 -6.80424
C 5.59574 -3.57893 -7.29168
C 5.88465 -2.42578 -6.56029
C 6.56011 -2.51356 -5.34183
C 6.94361 -3.75997 -4.84277
H 5.74410 -5.71978 -7.38614
H 5.07031 -3.50226 -8.24121
H 5.58062 -1.45251 -6.94174
H 6.78427 -1.61004 -4.77911
H 7.46651 -3.81181 -3.89007
O -2.06110 6.27812 4.04968
N -2.99271 7.01542 4.40493
O -2.93193 8.25265 4.44513
C -4.25176 6.37901 4.81021
C -4.35247 4.98095 4.81590
C -5.54469 4.38080 5.22557
C -6.62567 5.17039 5.62076
C -6.52609 6.56266 5.60410
C -5.33797 7.17423 5.19910
H -3.51918 4.35166 4.51097
H -5.63049 3.29637 5.23986
H -7.55134 4.69778 5.94476
H -7.37395 7.17123 5.91072
H -5.27521 8.26041 5.19476
O -10.40869 -5.58493 -2.77314
N -9.61945 -5.06368 -3.57507
O -9.62060 -5.27261 -4.79671
C -8.61191 -4.13999 -3.04016
C -8.55028 -3.90349 -1.65993
C -7.57418 -3.04261 -1.15445
C -6.67270 -2.42164 -2.02039
C -6.74305 -2.65082 -3.39557
C -7.71306 -3.51192 -3.91255
H -9.24540 -4.37974 -0.97193
H -7.51395 -2.85782 -0.08404
H -5.90977 -1.75559 -1.62099
H -6.03879 -2.16084 -4.06428
H -7.75274 -3.68262 -4.98635
O -6.51864 5.69214 -1.69897
N -6.27029 5.89170 -0.50056
O -6.84932 5.32803 0.43914
C -5.22235 6.86572 -0.17257
C -4.56750 7.55421 -1.20307
C -3.58853 8.49717 -0.88396
C -3.26495 8.74538 0.45090
C -3.91130 8.05068 1.47473
C -4.89404 7.10737 1.16806
H -4.80825 7.37232 -2.24821
H -3.07933 9.04155 -1.67637
H -2.50492 9.48563 0.69500
H -3.65146 8.24760 2.51249
H -5.39083 6.57665 1.97756
O 4.88183 -4.78978 -10.17685
N 5.00635 -3.87027 -10.99946
O 4.24428 -2.89653 -11.08381
C 6.13026 -3.94268 -11.94077
C 6.99518 -5.04515 -11.90564
C 8.04810 -5.12030 -12.81947
C 8.23652 -4.10179 -13.75503
C 7.37991 -2.99990 -13.78091
C 6.32170 -2.91502 -12.87390
H 6.86175 -5.84711 -11.18286
H 8.72081 -5.97517 -12.80458
H 9.05554 -4.16756 -14.46923
H 7.53507 -2.20874 -14.51113
H 5.66098 -2.05133 -12.90906
O 4.63646 8.57599 5.54970
N 3.98748 9.53879 5.98507
O 4.46692 10.45887 6.66303
C 2.55245 9.58953 5.68080
C 1.96093 8.55073 4.94883
C 0.59084 8.59245 4.68331
C -0.17817 9.66360 5.14091
C 0.41547 10.70198 5.86061
C 1.78422 10.66990 6.13477
H 2.54638 7.70902 4.58534
H 0.12122 7.78767 4.12176
H -1.24713 9.68892 4.93626
H -0.19004 11.53482 6.21131
H 2.23127 11.48525 6.69966
*
```

Calculated values
Energy relative to the best compared isomer or geometry (same formula, charge and spin) in kJ/mol: 1341.1
Frontier orbital gap in eV: 7.407
HOMO level in eV: -8.8672



Record 2
C60H59HgN7O2P2S as an isolated structure, computed with ωB97M-V/def2-TZVPD.

ORCA input file:
```
! RIJCOSX wB97M-V def2-TZVPD def2/J DEFGRID3
* xyz -1 2
Hg 0.08531 0.00077 -0.85623
O 0.25648 1.61532 -8.30291
C 1.22335 1.98038 -7.60045
O 2.32811 2.45846 -7.89829
C 0.98691 1.73856 -6.08725
C 2.00616 1.31645 -5.25601
C 1.71417 0.97143 -3.93815
N 0.47631 1.01181 -3.44444
C -0.51736 1.42393 -4.24062
C -0.28846 1.81557 -5.55339
C -1.90581 1.43713 -3.70291
C -2.99455 1.33364 -4.57223
C -4.27838 1.38457 -4.06082
C -4.44907 1.54197 -2.69568
C -3.31468 1.61626 -1.90333
N -2.07710 1.56385 -2.38615
C 2.80224 0.48248 -3.05202
C 4.07041 1.05098 -3.12425
C 5.06313 0.57159 -2.28926
C 4.76804 -0.47598 -1.43301
C 3.47982 -0.98380 -1.43811
N 2.51504 -0.51778 -2.22269
H 3.00927 1.23869 -5.65586
H -1.08749 2.16539 -6.19231
H -2.82844 1.21044 -5.63338
H -5.13338 1.30677 -4.72150
H -5.43302 1.58857 -2.24987
H -3.39334 1.72653 -0.82645
H 4.25407 1.87582 -3.79972
H 6.05267 1.01064 -2.30280
H 5.51165 -0.87742 -0.75738
H 3.20439 -1.80054 -0.77790
C 3.89345 -4.01967 0.77559
C 2.47394 -3.74954 1.28710
C 2.46359 -3.44622 2.76563
C 2.69167 -4.45853 3.68473
C 2.72981 -4.19755 5.04671
C 2.54939 -2.89895 5.48661
C 2.35097 -1.84817 4.59474
C 2.22335 -0.45022 5.16374
C 3.55829 0.07658 5.70192
C 2.28556 -2.12414 3.21514
N 2.00109 -1.12659 2.27175
C 2.85213 -0.17273 2.15980
C 2.82358 0.96205 1.30438
C 3.81713 1.95892 1.34373
C 3.48838 2.89381 0.37058
C 2.31224 2.41878 -0.22213
N 1.89629 1.27408 0.33210
H 3.92442 -4.02614 -0.31648
H 4.25371 -4.98788 1.12874
H 4.58577 -3.25501 1.13523
H 1.84345 -4.61810 1.08075
H 2.03832 -2.90305 0.75596
H 2.82575 -5.47455 3.32682
H 2.88528 -5.00095 5.75641
H 2.56145 -2.68776 6.55192
H 1.49929 -0.46901 5.98443
H 1.84891 0.23543 4.40506
H 3.96840 -0.60010 6.45327
H 3.43433 1.06363 6.15259
H 4.28803 0.15765 4.89456
H 3.76251 -0.20096 2.77729
H 4.67303 1.97097 2.00585
H 4.01715 3.80093 0.11654
H 1.75409 2.87075 -1.03310
C -1.39323 -0.17544 2.99865
C -0.76542 1.20727 2.75402
P -1.72536 2.15590 1.48964
C -2.88714 3.14818 2.54031
C -4.16131 3.36300 2.01575
C -5.09580 4.13524 2.69366
C -4.76792 4.69654 3.91784
C -3.49763 4.50130 4.44533
C -2.56458 3.73804 3.76001
C -0.56281 3.51261 1.05868
C -0.70176 4.07945 -0.20658
C 0.12489 5.11854 -0.61191
C 1.09432 5.60821 0.25093
C 1.23206 5.05588 1.51670
C 0.41407 4.01061 1.91629
P -1.42316 -1.18542 1.45767
C -3.15082 -1.07556 0.80794
C -4.24703 -0.59553 1.51929
C -5.52848 -0.68106 0.99001
C -5.73485 -1.26909 -0.24972
C -4.64685 -1.73712 -0.97269
C -3.36512 -1.62247 -0.45805
C -1.64737 -2.90704 2.06918
C -1.90498 -3.26029 3.38927
C -2.12617 -4.58876 3.72977
C -2.10587 -5.57632 2.75845
C -1.84140 -5.23347 1.43851
C -1.59720 -3.91351 1.10041
H -2.38547 -0.08410 3.44390
H -0.76028 -0.73097 3.69429
H 0.24057 1.08560 2.33887
H -0.69481 1.74445 3.70047
H -4.41292 2.91702 1.05920
H -6.07539 4.30146 2.26249
H -5.49614 5.29044 4.45610
H -3.23065 4.95910 5.39000
H -1.57451 3.62333 4.18405
H -1.44718 3.68651 -0.88840
H 0.02166 5.53335 -1.60717
H 1.75023 6.40954 -0.06631
H 1.99411 5.42657 2.19117
H 0.56678 3.56805 2.89371
H -4.11867 -0.14839 2.49697
H -6.36774 -0.30037 1.56038
H -6.73844 -1.35520 -0.64900
H -4.79626 -2.18990 -1.94583
H -2.52220 -1.95429 -1.05503
H -1.94344 -2.50250 4.16205
H -2.32205 -4.85026 4.76302
H -2.27953 -6.61032 3.02987
H -1.81847 -5.99733 0.67045
H -1.35144 -3.65866 0.07582
C -1.14806 -1.26977 -6.43359
N -1.18431 -1.66723 -5.03731
C -0.14839 -2.17156 -4.33897
S -0.39299 -2.74277 -2.76979
N 1.01832 -2.24068 -5.00209
C 2.24838 -2.78153 -4.45455
H -2.16460 -1.05503 -6.75209
H -0.76468 -2.08544 -7.05220
H -0.53784 -0.37884 -6.60990
H -2.02815 -1.55207 -4.50521
H 1.08502 -1.73238 -5.86967
H 2.14941 -2.84956 -3.37726
H 3.07976 -2.12073 -4.69703
H 2.44608 -3.77549 -4.86335
*
```

Calculated values
Frontier orbital gap (spin up / spin down) in eV: 6.016 / 6.629
⟨S²⟩: 0.754
HOMO level (spin up / spin down) in eV: -3.8748 / -4.9455



Record 3
C60H63N6OPTi as an isolated structure, computed with ωB97M-V/def2-TZVPD.

ORCA input file:
```
! RIJCOSX wB97M-V def2-TZVPD def2/J DEFGRID3
* xyz 0 1
Ti -0.56243 0.30175 0.30649
C -1.40404 4.37854 5.14035
C -0.10100 4.16637 4.35852
C -0.33687 3.60533 2.98902
C -0.37940 4.29266 1.78960
C -0.19868 5.76420 1.56149
C -1.52111 6.54103 1.64256
C -0.63649 3.32976 0.77743
C -0.77315 3.62945 -0.59398
C -1.03940 2.72017 -1.57122
C -1.37724 3.05063 -2.95307
C -1.41158 4.44090 -3.50922
C -2.73877 5.15413 -3.20751
C -1.73363 1.89408 -3.55352
C -1.61240 0.83666 -2.55298
C -2.02455 -0.44711 -2.74144
C -2.01362 -1.48336 -1.78737
N -1.60557 -1.35346 -0.48732
C -1.56391 -2.62354 0.02509
C -1.17103 -2.95000 1.33968
C -0.81658 -2.04477 2.29124
N -0.75049 -0.67274 2.08872
C -0.51332 -0.13605 3.35034
C -0.43801 1.19382 3.62548
C -0.54854 2.23901 2.68824
N -0.75718 2.07280 1.33577
C -0.34181 -1.20034 4.33385
C -0.51739 -2.37118 3.68347
C -0.43747 -3.76198 4.23013
C -1.81451 -4.33482 4.59430
C -0.04147 -0.98340 5.78440
C -1.30937 -0.74455 6.61503
C -1.99118 -3.56708 -0.94409
C -2.31388 -2.84258 -2.07562
C -2.94462 -3.34753 -3.33835
C -4.46544 -3.13625 -3.33531
C -2.09464 -5.04800 -0.72803
C -3.42167 -5.45779 -0.07224
N -1.12012 1.35494 -1.36256
C -2.26288 1.69148 -4.93960
C -3.79714 1.62455 -4.97163
H -1.20722 4.81476 6.12249
H -1.92555 3.42986 5.28236
H -2.07395 5.04590 4.59647
H 0.54892 3.49430 4.92697
H 0.42360 5.12119 4.26837
H 0.25507 5.92957 0.58217
H 0.50001 6.16470 2.30078
H -2.25513 6.10837 0.96000
H -1.38030 7.59280 1.38048
H -1.93152 6.49135 2.65188
H -0.73077 4.67389 -0.87671
H -1.25531 4.40442 -4.58902
H -0.58916 5.02364 -3.08730
H -3.56297 4.65926 -3.72151
H -2.71045 6.19792 -3.52895
H -2.94828 5.12621 -2.13644
H -2.39497 -0.70059 -3.72754
H -1.20450 -3.99252 1.62925
H -0.24862 1.47500 4.65441
H 0.20607 -3.76143 5.11179
H 0.03976 -4.40931 3.48934
H -2.25951 -3.76481 5.41123
H -1.73691 -5.37816 4.90782
H -2.49024 -4.28117 3.73881
H 0.62709 -0.12421 5.88936
H 0.49442 -1.85102 6.17439
H -1.85545 0.12494 6.24337
H -1.06172 -0.57390 7.66540
H -1.97422 -1.60706 6.55434
H -2.72631 -4.41173 -3.45390
H -2.52463 -2.83652 -4.20525
H -4.92600 -3.68821 -2.51426
H -4.91706 -3.47319 -4.27247
H -4.70002 -2.07906 -3.19632
H -1.26380 -5.38608 -0.10371
H -1.99326 -5.55766 -1.68854
H -3.55837 -4.92692 0.87199
H -3.45255 -6.53305 0.12432
H -4.26086 -5.20499 -0.72276
H -1.85227 0.76715 -5.35537
H -1.92212 2.50916 -5.57873
H -4.15924 0.78487 -4.37557
H -4.16742 1.50882 -5.99311
H -4.22688 2.53450 -4.55151
O 0.85207 -0.66878 -0.90581
P 2.13524 -0.99404 -1.63063
C 3.44144 0.23904 -1.49996
C 4.64585 0.00325 -0.84964
C 5.61608 0.99735 -0.81308
C 5.38817 2.21700 -1.43414
C 4.18102 2.45650 -2.08027
C 3.20590 1.47503 -2.10822
C 1.90287 -1.17915 -3.41162
C 2.68312 -0.51604 -4.35829
C 2.45445 -0.71523 -5.71266
C 1.46497 -1.59460 -6.12237
C 0.70566 -2.27952 -5.18284
C 0.91773 -2.07466 -3.82776
C 2.80606 -2.56331 -1.06119
C 2.37350 -3.11443 0.14017
C 2.95138 -4.28712 0.60626
C 3.94163 -4.91578 -0.13577
C 4.34628 -4.38927 -1.35709
C 3.78292 -3.21025 -1.82001
H 4.82143 -0.95068 -0.36422
H 6.55497 0.81596 -0.30404
H 6.14876 2.98770 -1.41161
H 4.00202 3.41659 -2.54944
H 2.24920 1.66078 -2.58547
H 3.47353 0.15128 -4.03853
H 3.05448 -0.18921 -6.44456
H 1.29173 -1.75531 -7.17997
H -0.04962 -2.97945 -5.51128
H 0.33547 -2.61222 -3.08916
H 1.55906 -2.65249 0.68218
H 2.62924 -4.70374 1.55352
H 4.39603 -5.82776 0.23471
H 5.09995 -4.89585 -1.94807
H 4.08886 -2.78494 -2.77043
N 3.49909 -2.01092 4.51719
C 3.24274 -1.08716 3.88334
C 2.90969 0.05836 3.08488
C 3.38291 1.33026 3.37444
C 2.99954 2.36074 2.54056
C 2.15972 2.10036 1.47241
N 1.67302 0.89167 1.19896
C 2.05859 -0.10131 1.99828
H 4.02436 1.48905 4.23196
H 3.33971 3.37274 2.71518
H 1.84150 2.89723 0.81258
H 1.67287 -1.08433 1.77653
*
```

Calculated values
Frontier orbital gap (spin up / spin down) in eV: 4.888 / 4.857
HOMO level (spin up / spin down) in eV: -4.9152 / -4.8938



E_tot per entry: -6187.2535, -4090.0008, -3918.9627 Ha